Entry 1:
C7H14 | the ωB97M-V functional and the def2-TZVPD basis

XYZ file:
```
21
Properties=species:S:1:pos:R:3:forces:R:3:mulliken_charge:R:1
C -2.140 -0.213 -0.953 2.098 2.379 -1.227 -1.838
C -0.930 0.034 0.013 -0.339 -1.003 -0.708 1.734
C -1.478 0.143 1.419 0.546 2.018 0.716 -1.228
C -0.112 1.270 -0.329 1.846 1.117 2.429 -1.252
C 0.035 -1.197 -0.054 0.511 2.459 -0.793 -1.719
H -2.686 -1.056 -0.786 -1.511 -2.522 1.301 0.507
H -2.842 0.631 -0.961 0.268 -0.024 0.068 0.390
H -1.823 -0.394 -1.995 0.266 0.504 0.226 0.389
H -0.583 0.659 2.038 -2.277 -1.358 -0.781 0.286
H -2.358 0.937 1.299 1.573 -1.938 1.051 0.324
H -1.733 -0.901 1.794 -0.090 1.691 -0.075 0.323
H 0.859 1.094 0.332 -1.470 0.586 -1.726 0.224
H -0.442 2.293 0.122 -0.112 -1.793 -1.159 0.295
H 0.148 1.340 -1.392 0.008 0.133 0.323 0.326
H 0.396 -1.286 -1.058 0.230 -0.016 -0.916 0.506
H 0.974 -1.074 0.519 -1.433 -0.329 0.358 0.134
H -0.538 -2.044 0.103 -0.721 -1.995 0.922 0.544
C 4.357 0.134 -0.139 1.829 2.424 -2.054 -0.324
C 3.337 -0.301 0.275 1.708 0.556 -0.346 -0.761
H 5.004 0.792 -0.761 -0.458 -1.162 1.222 0.314
H 2.556 -0.863 0.513 -2.472 -1.727 1.167 0.828
```
Positions in Å, forces in eV/Å.

Values from the calculation:
Energy above the lowest of the compared OMol25 structures with the same formula, charge and spin, kJ/mol: 388.0
E_HOMO, eV: -10.74
Gap between HOMO and LUMO, eV: 11.62
SMILES: CC(C)(C)C.C#C
E_LUMO, eV: 0.88

Entry 2:
C32H29N10Rh | the ωB97M-V functional and the def2-TZVPD basis

XYZ file:
```
72
Properties=species:S:1:pos:R:3:forces:R:3:mulliken_charge:R:1
Rh -0.162 0.157 0.234 1.139 -0.323 0.249 0.338
C 1.374 -1.040 -2.234 0.208 0.140 -0.113 -1.301
C 2.537 -0.071 -2.015 -0.198 -0.005 0.131 -1.009
C 2.158 1.374 -1.797 0.179 0.092 -0.077 0.737
C 2.899 2.363 -2.437 -0.016 0.030 0.039 -0.954
C 2.572 3.696 -2.265 -0.017 -0.067 0.016 -0.434
C 1.483 4.016 -1.467 0.013 0.009 0.017 -1.021
C 0.792 2.983 -0.869 0.023 0.114 -0.052 -0.220
N 1.125 1.694 -1.009 -0.178 -0.160 0.039 0.610
N 0.749 -1.583 -1.012 -0.219 0.164 0.126 0.990
C -0.393 -2.427 -1.392 -0.060 -0.087 -0.023 -0.864
C -1.272 -2.756 -0.216 -0.027 -0.100 0.093 0.362
C -1.856 -4.004 -0.072 -0.013 -0.002 -0.046 -0.934
C -2.745 -4.217 0.970 -0.012 0.020 0.023 -0.531
C -3.040 -3.168 1.826 -0.007 -0.016 -0.054 -1.022
C -2.401 -1.958 1.624 -0.055 -0.049 0.034 -0.324
N -1.516 -1.759 0.645 0.117 0.168 -0.070 0.773
C 1.694 -2.351 -0.183 0.048 0.033 0.089 -0.972
C 2.431 -1.508 0.828 0.094 -0.014 0.047 -0.067
C 3.624 -1.943 1.383 0.026 -0.006 -0.016 -1.106
C 4.269 -1.138 2.307 -0.044 0.037 -0.011 -0.701
C 3.712 0.091 2.633 0.047 -0.025 -0.108 -1.039
C 2.514 0.447 2.046 0.091 0.079 0.072 -0.657
N 1.879 -0.343 1.174 -0.189 -0.106 -0.023 1.533
H 1.738 -1.877 -2.843 -0.055 -0.027 0.020 0.382
H 0.595 -0.531 -2.804 -0.036 -0.068 -0.006 0.540
H 3.155 -0.106 -2.911 0.038 -0.032 0.009 0.569
H 3.174 -0.404 -1.194 0.071 -0.013 -0.050 0.382
H 3.728 2.081 -3.072 -0.009 -0.012 -0.003 0.470
H 3.146 4.470 -2.756 -0.010 0.003 -0.003 0.432
H 1.174 5.040 -1.317 -0.013 -0.012 0.013 0.454
H -0.079 3.194 -0.261 0.018 -0.024 0.015 0.212
H -0.056 -3.345 -1.884 -0.004 0.000 -0.007 0.364
H -0.996 -1.870 -2.113 0.048 -0.001 -0.044 0.428
H -1.631 -4.797 -0.772 0.036 0.029 -0.013 0.489
H -3.209 -5.185 1.104 -0.006 0.005 -0.010 0.442
H -3.753 -3.283 2.629 0.015 0.026 0.012 0.468
H -2.616 -1.110 2.260 0.050 0.041 0.074 0.597
H 2.416 -2.878 -0.816 -0.036 -0.041 -0.008 0.445
H 1.132 -3.110 0.366 -0.017 -0.015 -0.037 0.580
H 4.049 -2.893 1.084 -0.024 -0.001 -0.001 0.553
H 5.200 -1.456 2.758 0.006 -0.001 -0.017 0.467
H 4.204 0.761 3.324 0.002 -0.018 -0.072 0.745
H 2.039 1.395 2.267 -0.027 -0.038 0.038 0.442
C -1.938 2.542 3.546 0.028 0.047 0.022 -1.218
C -1.194 2.183 2.441 -0.106 0.064 0.125 -0.168
N -0.578 0.994 2.346 -0.296 -0.046 -0.164 0.921
C -0.665 0.149 3.374 0.145 0.024 0.127 -0.183
C -1.408 0.413 4.519 -0.062 0.176 0.031 0.196
C -2.073 1.633 4.586 0.114 -0.109 -0.076 -0.430
C -1.595 -0.594 5.587 0.049 -0.191 0.181 -1.277
C -0.700 -1.098 6.441 -0.057 0.177 -0.205 -0.651
C 0.716 -0.722 6.578 0.362 -0.106 0.296 1.179
C 1.433 -1.135 7.701 -0.111 0.044 -0.137 -0.856
C 2.753 -0.720 7.796 -0.207 -0.104 0.032 -0.189
N 3.317 0.034 6.863 0.506 0.227 -0.102 -0.583
C 2.564 0.378 5.832 -0.313 -0.228 0.314 -0.349
N 1.300 0.031 5.643 -0.208 0.181 -0.462 -0.210
H -2.407 3.515 3.594 -0.005 -0.009 -0.036 0.522
H -1.082 2.867 1.609 -0.007 -0.042 -0.024 0.143
H -0.100 -0.771 3.298 -0.071 -0.075 -0.057 0.605
H -2.672 1.876 5.455 -0.011 0.006 -0.004 0.601
H -2.625 -0.920 5.697 0.028 -0.040 0.040 0.486
H -1.047 -1.816 7.174 -0.071 0.011 -0.013 0.368
H 0.973 -1.745 8.465 0.034 0.007 0.019 0.398
H 3.377 -0.994 8.639 -0.038 -0.030 0.013 0.421
H 3.018 1.003 5.072 -0.025 0.013 0.120 0.637
N -5.933 2.088 0.614 0.058 0.048 -0.062 -0.319
C -4.983 1.955 -0.044 0.027 -0.195 0.401 0.498
N -3.953 1.813 -0.813 -0.253 0.292 -0.693 -0.466
C -2.826 1.300 -0.787 0.354 -0.223 0.258 0.685
N -1.728 0.852 -0.874 -0.859 0.356 -0.232 -0.409
```
Positions in Å, forces in eV/Å.

Values from the calculation:
E_HOMO (spin up / spin down), eV: -13.85 / -13.85
Gap between HOMO and LUMO (spin up / spin down), eV: 8.89 / 4.56
<S²>: 6.046
Charge: +2
Spin multiplicity: 5
E_LUMO (spin up / spin down), eV: -4.96 / -9.30

Entry 3:
CHF2NO | the ωB97M-V functional and the def2-TZVPD basis

XYZ file:
```
6
Properties=species:S:1:pos:R:3:forces:R:3:mulliken_charge:R:1
C 1.084 0.421 0.095 -1.993 1.060 -2.322 0.162
N -1.340 0.054 0.086 1.231 0.466 0.755 0.028
O 1.822 0.906 -0.641 0.545 0.234 -0.481 -0.243
F -1.174 -1.211 0.671 -0.081 0.308 -0.606 -0.161
F -1.489 -0.168 -1.230 -0.184 -0.591 -0.392 -0.102
H 1.097 -0.003 1.020 0.481 -1.477 3.046 0.315
```
Positions in Å, forces in eV/Å.

Values from the calculation:
Energy above the lowest of the compared OMol25 structures with the same formula, charge and spin, kJ/mol: 458.2
E_HOMO (spin up / spin down), eV: -8.41 / -10.17
Gap between HOMO and LUMO (spin up / spin down), eV: 7.96 / 10.33
E_LUMO (spin up / spin down), eV: -0.45 / 0.16

Entry 4:
C13H20NO4SbV | the ωB97M-V functional and the def2-TZVPD basis

XYZ file:
```
40
Properties=species:S:1:pos:R:3:forces:R:3:mulliken_charge:R:1
V 1.294 -0.537 0.628 0.386 -0.192 0.153 0.761
O 4.341 0.748 -1.698 0.010 0.011 -0.001 -0.302
C 3.393 0.573 -0.865 -0.131 -0.092 -0.027 0.717
O 2.575 -0.384 -0.912 0.344 0.346 -0.154 -0.624
C 3.266 1.573 0.255 0.065 -0.099 -0.150 0.284
C 4.060 2.664 0.567 -0.004 0.060 0.012 -0.514
C 3.743 3.369 1.730 -0.067 -0.027 0.046 -0.559
C 2.683 2.967 2.552 0.040 0.039 -0.084 -0.744
C 1.948 1.863 2.155 -0.198 -0.094 0.228 1.023
N 2.248 1.223 1.030 -0.170 -0.432 -0.030 -0.451
C 0.818 1.118 2.841 -0.056 -0.228 -0.229 0.705
O 0.296 1.432 3.961 0.119 0.209 0.035 -0.341
O 0.376 0.092 2.256 -0.028 0.494 0.426 -0.593
H 4.391 0.052 -2.387 0.045 0.055 -0.005 0.453
H 4.895 2.956 -0.057 -0.006 -0.014 -0.010 0.552
H 4.334 4.231 2.014 0.015 -0.004 -0.014 0.497
H 2.468 3.513 3.462 0.018 0.010 -0.002 0.315
H 0.653 2.225 4.401 -0.052 -0.045 0.021 0.352
C -3.006 1.266 -0.203 0.053 0.028 -0.066 -1.183
C -2.790 -0.181 0.233 -0.275 0.142 0.191 -0.711
Sb -1.084 -1.053 -0.637 -0.152 0.092 -0.157 1.041
C -0.869 -3.057 0.080 -0.015 -0.302 0.118 -0.748
C -2.225 -3.783 -0.010 0.073 0.121 -0.030 -1.185
C -1.219 -0.890 -2.737 -0.022 0.037 -0.408 -0.658
C -2.574 -1.409 -3.237 0.088 0.009 0.178 -1.045
H -3.913 1.653 0.259 -0.015 -0.034 0.011 0.393
H -3.132 1.355 -1.283 -0.010 -0.010 0.004 0.339
H -2.184 1.920 0.095 0.004 -0.021 0.022 0.288
H -3.616 -0.825 -0.078 0.010 -0.007 -0.011 0.477
H -2.685 -0.289 1.313 -0.003 0.012 0.001 0.518
H -0.538 -3.010 1.122 0.009 -0.021 -0.002 0.494
H -0.103 -3.560 -0.512 0.009 0.033 -0.021 0.486
H -2.999 -3.279 0.568 -0.008 -0.023 0.015 0.377
H -2.101 -4.785 0.402 0.004 -0.010 0.001 0.366
H -2.558 -3.884 -1.042 -0.011 -0.015 0.008 0.312
H -0.378 -1.432 -3.168 -0.007 -0.031 0.033 0.476
H -1.077 0.170 -2.952 -0.043 -0.010 -0.026 0.426
H -2.686 -2.478 -3.057 -0.031 0.004 -0.028 0.305
H -2.639 -1.248 -4.312 0.034 0.019 -0.015 0.388
H -3.409 -0.882 -2.774 -0.021 -0.011 -0.031 0.311
```
Positions in Å, forces in eV/Å.

Values from the calculation:
E_HOMO (spin up / spin down), eV: -19.60 / -19.04
Gap between HOMO and LUMO (spin up / spin down), eV: 7.29 / 7.43
<S²>: 2.366
Charge: +3
Spin multiplicity: 3
E_LUMO (spin up / spin down), eV: -12.31 / -11.61

Sequential largest force on an atom output: 3.67, 1.21, 3.42, 0.65 eV Å⁻¹